Entry from the Open Molecules 2025 dataset: a molecular structure, C28H16Cl4N6O4Sn (ωB97M-V/def2-TZVPD).

Structure (XYZ):
```
59
Properties=species:S:1:pos:R:3:forces:R:3:lowdin_charge:R:1
Sn 0.627 0.143 -1.228 0.0 -0.1 -0.3 1.488
N 0.064 -3.458 -2.630 -0.1 0.0 0.2 0.140
C -0.939 -2.581 -3.004 0.0 0.0 -0.1 -0.273
C -1.948 -3.109 -3.831 0.0 0.1 0.0 0.013
C -2.964 -2.293 -4.255 0.0 0.0 0.0 -0.022
C -2.974 -0.954 -3.854 0.0 -0.1 0.0 -0.033
C -1.963 -0.532 -3.034 0.0 0.0 0.0 -0.154
N -0.953 -1.315 -2.594 0.0 0.0 0.0 -0.001
C 1.292 -3.292 -2.015 0.1 0.0 -0.1 -0.286
C 2.051 -4.453 -1.792 0.0 0.0 0.0 0.015
C 3.314 -4.335 -1.270 0.0 0.0 0.0 -0.023
C 3.814 -3.065 -0.972 0.0 0.0 0.0 -0.035
C 2.989 -1.994 -1.191 0.0 0.0 0.0 -0.170
N 1.739 -2.086 -1.690 0.2 0.0 -0.1 -0.026
H -0.096 -4.400 -2.947 0.0 -0.1 0.0 0.142
H -1.903 -4.145 -4.138 0.0 0.0 0.0 0.126
H -3.740 -2.684 -4.899 0.0 0.0 0.0 0.128
H -3.746 -0.270 -4.171 0.0 0.0 0.0 0.120
H -1.948 0.495 -2.686 0.0 0.0 0.0 0.078
H 1.644 -5.423 -2.046 0.0 0.0 0.0 0.125
H 3.916 -5.218 -1.103 0.0 0.0 0.0 0.127
H 4.813 -2.921 -0.588 0.0 0.0 0.0 0.119
H 3.336 -0.985 -0.980 0.0 0.0 0.0 0.093
O 0.700 6.530 3.827 -0.3 -0.1 0.0 0.112
N 0.201 6.254 2.761 0.5 0.3 -0.3 -0.326
O -0.426 7.024 2.065 -0.1 -0.2 0.0 0.103
C 0.491 4.889 2.223 -0.1 -0.1 0.1 -0.037
C 1.403 4.190 2.923 0.0 0.0 -0.1 0.083
C 1.795 2.878 2.513 0.0 0.0 0.0 -0.110
C 2.748 2.134 3.229 0.0 0.0 0.0 0.042
C 3.081 0.878 2.793 0.0 0.0 0.0 -0.003
C 2.454 0.389 1.644 0.1 -0.1 0.0 -0.110
N 1.560 1.071 0.947 -0.1 -0.1 0.1 0.008
C 1.223 2.313 1.371 0.0 0.0 0.0 -0.137
C 0.239 3.067 0.622 0.0 0.0 0.0 -0.139
N -0.276 2.464 -0.472 -0.1 0.1 0.1 -0.010
C -1.183 3.102 -1.181 0.0 0.0 -0.1 -0.111
C -1.651 4.371 -0.847 0.0 0.0 0.0 0.000
C -1.139 5.001 0.257 0.1 -0.1 0.1 0.048
C -0.148 4.358 1.034 0.0 0.0 0.1 -0.036
H 1.847 4.634 3.802 0.0 0.0 0.0 0.141
H 3.205 2.560 4.113 0.0 0.0 0.0 0.139
H 3.806 0.269 3.312 0.0 0.0 0.0 0.124
H 2.687 -0.609 1.289 0.0 0.0 0.0 0.101
H -1.561 2.600 -2.066 0.0 0.0 0.0 0.107
H -2.404 4.848 -1.457 0.0 0.0 0.0 0.126
H -1.482 5.982 0.532 0.0 0.1 0.0 0.115
Cl -2.301 -3.865 4.058 0.0 0.0 0.0 0.831
C -2.037 -2.773 2.801 -0.1 0.0 0.0 -0.650
C -3.202 -1.940 2.351 0.0 -0.1 0.1 -0.652
Cl -4.676 -2.177 3.135 0.0 0.0 0.0 0.830
C -3.099 -1.028 1.358 0.1 0.0 0.0 -0.631
Cl -4.384 -0.062 0.808 0.0 0.0 0.0 0.814
C -1.813 -0.850 0.722 0.0 -0.1 0.0 -0.285
O -1.580 -0.058 -0.169 -0.1 0.3 0.0 -0.035
C -0.629 -1.727 1.156 -0.1 -0.1 0.0 -0.283
O 0.407 -1.561 0.541 0.0 0.0 0.2 -0.033
C -0.814 -2.675 2.231 0.0 0.1 -0.1 -0.632
Cl 0.533 -3.605 2.690 0.0 0.0 0.0 0.807
```
Forces are in eV/Å.

Its highest occupied orbital energy is -13.739 eV. Its LUMO energy is -8.32 eV. The net charge is +2. The calculation puts the frontier orbital gap at 5.4 eV. For the largest force on an atom, the calculation gives 0.01225 hartree/bohr. The molar mass comes out at 761.00 g/mol. Its energy above the lowest of the compared OMol25 structures with the same formula, charge and spin is 13.8 kcal per mole. The total energy is -102331.9561 eV.

Entry from the Open Molecules 2025 dataset: a molecular structure, C28H18BrIN4O5Ta at a distorted geometry (ωB97M-V/def2-TZVPD).

Structure (XYZ):
```
58
Properties=species:S:1:pos:R:3:forces:R:3:lowdin_charge:R:1
Ta 0.042 -0.067 0.008 -0.9 0.3 -1.1 1.852
Br 7.117 -2.224 -1.473 0.1 0.0 0.0 0.887
C 5.368 -1.585 -1.371 -0.1 0.0 0.1 -0.670
C 4.599 -1.477 -2.540 -0.1 0.0 -0.1 -0.039
C 3.296 -1.001 -2.515 0.3 0.0 0.0 0.036
C 2.762 -0.649 -1.292 -0.5 0.1 0.2 -0.310
O 1.503 -0.171 -1.187 0.8 -0.1 -0.4 -0.275
C 3.504 -0.750 -0.104 0.0 0.0 0.0 -0.165
C 2.954 -0.284 1.116 0.0 0.0 0.0 0.002
N 1.704 0.049 1.339 0.4 -0.2 0.4 -0.057
C 1.401 0.700 2.578 0.0 0.0 -0.2 -0.203
C 1.973 0.477 3.798 0.0 0.0 0.1 0.046
C 1.618 1.299 4.890 0.0 0.0 0.0 0.000
C 0.729 2.325 4.734 0.0 0.0 0.0 0.034
C 0.116 2.554 3.476 0.0 0.0 0.0 -0.115
C -0.796 3.595 3.226 0.0 0.0 0.0 0.078
C -1.330 3.733 1.968 0.0 0.0 -0.1 0.013
C -0.998 2.812 0.980 0.2 0.0 0.1 -0.063
N -0.151 1.795 1.160 -0.1 0.5 0.4 -0.008
C 0.440 1.704 2.408 -0.1 -0.1 -0.1 -0.146
C 4.835 -1.207 -0.159 0.0 0.0 0.0 -0.030
H 5.041 -1.763 -3.485 0.0 0.0 0.0 0.127
H 2.723 -0.892 -3.424 0.0 0.0 0.0 0.137
H 3.648 -0.146 1.941 0.0 0.0 0.0 0.157
H 2.689 -0.322 3.948 0.0 0.0 0.0 0.136
H 2.071 1.113 5.854 0.0 0.0 0.0 0.135
H 0.481 2.971 5.566 0.0 0.0 0.0 0.141
H -1.057 4.286 4.019 0.0 0.0 0.0 0.150
H -2.014 4.535 1.729 0.0 0.0 0.0 0.134
H -1.441 2.927 0.007 0.0 0.0 -0.1 0.108
H 5.429 -1.268 0.744 0.0 0.0 0.0 0.131
O -1.964 2.390 -2.885 0.1 -0.1 0.1 0.260
C -1.660 1.599 -1.913 -0.2 0.1 0.0 -0.459
O -0.494 1.364 -1.548 0.0 0.1 -0.3 -0.039
C -2.762 0.946 -1.174 0.1 0.0 0.0 -0.187
C -4.123 1.061 -1.356 0.0 0.0 0.0 0.092
C -4.949 0.350 -0.479 0.0 0.0 0.0 0.056
C -4.388 -0.415 0.535 -0.1 0.0 0.0 0.100
C -3.002 -0.453 0.637 -0.1 0.0 0.1 -0.124
N -2.225 0.196 -0.208 -0.1 0.1 0.1 0.038
C -2.206 -1.157 1.701 0.7 0.3 0.1 -0.451
O -2.618 -1.837 2.570 -0.2 -0.1 0.0 0.235
O -0.873 -0.845 1.526 -0.5 -0.6 0.3 -0.308
H -1.175 2.794 -3.295 0.0 0.0 -0.1 0.194
H -4.530 1.684 -2.142 0.0 0.0 0.0 0.151
H -6.024 0.410 -0.584 0.0 0.0 0.0 0.145
H -4.993 -0.963 1.246 0.0 0.0 0.0 0.155
I 0.758 -3.128 0.153 0.4 -0.3 0.4 1.340
C -0.293 -2.832 -1.585 -0.1 0.0 -0.2 -0.716
C -0.508 -3.872 -2.469 0.0 0.0 0.0 -0.069
C -1.200 -3.595 -3.636 0.0 0.0 0.0 0.016
C -1.619 -2.292 -3.862 0.0 0.0 0.0 0.006
C -1.355 -1.326 -2.916 0.0 0.1 0.0 -0.086
N -0.707 -1.570 -1.759 -0.1 -0.3 0.1 -0.077
H -0.142 -4.865 -2.251 0.0 0.0 0.0 0.124
H -1.396 -4.377 -4.357 0.0 0.0 0.0 0.143
H -2.144 -2.020 -4.767 0.0 0.0 0.0 0.135
H -1.667 -0.316 -3.123 0.0 0.0 0.0 0.105
```
Forces are in eV/Å.

Its highest occupied orbital energy is -16.241 eV. Its LUMO energy is -10.11 eV. The net charge is +3. The calculation puts the frontier orbital gap at 6.1 eV. For the largest force on an atom, the calculation gives 0.02811 hartree/bohr. The molar mass comes out at 878.23 g/mol. Its energy above the lowest of the compared OMol25 structures with the same formula, charge and spin is 4.5 kcal per mole. The total energy is -125200.6890 eV.

Entry from the Open Molecules 2025 dataset: a molecular structure, C28H19Cl2MgN6OS5 (ωB97M-V/def2-TZVPD).

Structure (XYZ):
```
62
Properties=species:S:1:pos:R:3:forces:R:3:lowdin_charge:R:1
Mg 0.237 -0.158 -0.228 0.0 0.0 -0.3 0.296
C 0.006 1.442 2.457 0.0 0.0 0.0 -0.103
N -0.907 0.806 1.526 0.1 0.0 0.0 -0.096
C -1.976 1.625 0.994 0.0 0.0 0.0 -0.158
C -1.514 2.281 -0.271 0.0 0.0 0.0 -0.332
N -0.377 2.004 -0.840 0.0 0.0 0.0 0.138
C -0.364 2.741 -2.022 0.0 0.0 0.0 -0.210
C 0.597 2.802 -3.026 0.0 0.0 0.0 -0.032
C 0.320 3.592 -4.124 0.0 0.0 0.0 -0.096
C -0.878 4.315 -4.226 0.0 0.0 0.0 -0.097
C -1.833 4.275 -3.228 0.0 0.0 0.0 -0.027
C -1.548 3.473 -2.131 0.0 0.0 0.0 -0.191
N -2.259 3.178 -0.974 0.1 0.0 0.0 0.178
C 1.433 1.097 2.147 0.1 0.0 0.0 -0.286
N 1.859 0.736 0.974 -0.1 -0.1 0.0 0.133
C 3.214 0.484 1.116 0.0 0.0 -0.1 -0.192
C 4.137 0.036 0.176 0.0 0.0 0.0 0.008
C 5.437 -0.146 0.607 0.0 0.0 0.0 -0.087
C 5.814 0.109 1.934 0.0 0.0 0.0 -0.104
C 4.903 0.552 2.876 0.0 0.0 0.0 -0.032
C 3.597 0.730 2.437 0.0 0.0 0.0 -0.181
N 2.432 1.131 3.076 0.0 0.0 -0.1 0.171
H -0.100 2.529 2.384 0.0 0.0 0.0 0.132
H -0.206 1.170 3.498 0.0 0.0 0.0 0.128
H -1.242 -0.107 1.852 -0.1 0.0 0.0 0.072
H -2.814 0.972 0.739 0.0 0.0 0.0 0.101
H -2.333 2.383 1.705 0.0 0.0 0.0 0.124
H 1.496 2.202 -2.951 0.0 0.0 0.0 0.101
H 1.024 3.627 -4.946 0.0 0.0 0.0 0.104
H -1.067 4.896 -5.120 0.0 0.0 0.0 0.099
H -2.767 4.816 -3.318 0.0 0.0 0.0 0.104
H -3.213 3.417 -0.781 0.0 0.0 0.0 0.160
H 3.825 -0.166 -0.842 0.0 0.0 0.0 0.086
H 6.183 -0.501 -0.092 0.0 0.0 0.0 0.099
H 6.843 -0.051 2.229 0.0 0.0 0.0 0.095
H 5.198 0.740 3.901 0.0 0.0 0.0 0.102
H 2.313 1.313 4.054 0.0 0.0 0.1 0.156
Cl 2.293 -3.910 0.517 0.0 0.0 0.0 0.678
C 0.634 -4.004 1.015 0.0 0.0 0.0 -0.577
C 0.056 -5.268 1.175 0.0 0.0 0.0 -0.139
C -1.245 -5.395 1.567 0.0 0.0 0.0 -0.618
Cl -1.938 -6.992 1.735 0.0 0.0 0.0 0.640
C -2.030 -4.251 1.838 0.0 -0.1 0.0 -0.176
C -3.380 -4.299 2.248 0.0 0.0 0.0 -0.036
C -4.053 -3.138 2.502 0.0 0.0 0.0 -0.063
C -3.364 -1.920 2.356 0.0 0.0 0.0 -0.144
N -2.116 -1.835 1.974 0.0 0.0 0.0 0.104
C -1.432 -2.974 1.693 0.0 0.0 -0.1 -0.129
C -0.065 -2.815 1.224 -0.1 0.0 0.0 -0.397
O 0.440 -1.656 1.052 0.1 -0.1 0.2 -0.170
H 0.651 -6.147 0.971 0.0 0.0 0.0 0.100
H -3.865 -5.260 2.350 0.0 0.0 0.0 0.082
H -5.090 -3.141 2.810 0.0 0.0 0.0 0.096
H -3.875 -0.984 2.569 0.0 0.0 0.0 0.102
S -1.725 1.268 -6.822 0.0 -0.1 0.0 0.406
C -1.313 0.558 -5.372 0.0 0.1 -0.1 -1.532
S 0.280 0.089 -4.950 0.0 0.0 0.0 0.865
C -0.010 -0.422 -3.303 -0.1 0.0 0.1 -1.165
C -1.310 -0.386 -2.909 0.1 -0.1 0.1 -1.154
S -1.976 -0.858 -1.359 0.1 0.0 0.0 0.515
S -2.423 0.237 -4.106 0.0 0.0 0.0 0.864
S 1.389 -0.840 -2.338 0.0 0.0 0.0 0.484
```
Forces are in eV/Å.

Its highest occupied orbital energy is -3.479 eV. Its LUMO energy is 1.96 eV. The net charge is -1. The calculation puts the frontier orbital gap at 5.4 eV. For the largest force on an atom, the calculation gives 0.00664 hartree/bohr. The molar mass comes out at 711.05 g/mol. Its energy above the lowest of the compared OMol25 structures with the same formula, charge and spin is 20.2 kcal per mole. The total energy is -125007.6778 eV.